{"formula": "CH3IO2P", "method": "ωB97M-V with the def2-TZVPD basis set", "homo_energy_ev": [-2.67, -2.78], "de_lowest_kj_mol": 396.42, "gap_ev": [5.89, 6.00], "total_charge": -1, "species": ["C", "O", "O", "P", "I", "H", "H", "H"], "xyz": [[-0.2792, -0.2141, 0.0134], [0.0493, -1.3422, 0.9277], [-2.0960, 1.7412, -2.0053], [-1.7909, 2.0299, -0.5968], [0.1886, 3.6023, -0.6695], [0.6476, 0.3259, -0.2004], [0.4589, -0.9330, 1.6949], [-0.6651, -0.6835, -0.8893]]}

***

{"formula": "C3H4DyLiO2", "method": "ωB97M-V with the def2-TZVPD basis set", "homo_energy_ev": [-16.55, -16.42], "gap_ev": [7.26, 6.59], "spin_multiplicity": 6, "s2": 9.775, "total_charge": 2, "species": ["O", "Dy", "C", "O", "C", "C", "H", "H", "H", "Li", "H"], "xyz": [[-1.9404, 0.6025, 0.0927], [-0.7555, 2.2341, -1.1651], [-1.4867, 0.0898, 1.1529], [-0.1395, 0.0706, 1.3335], [0.7959, 0.5682, 0.4170], [1.0192, -0.0992, -0.7810], [1.5611, 1.1959, 0.8849], [1.7623, 0.4102, -1.4106], [0.8067, -0.8578, -1.5365], [-1.5951, -2.1506, 1.0319], [-0.0281, -2.0638, -0.0197]]}

***

Looking at max |F| for the records above, in order, we have 2.13, 3.64 eV Å⁻¹.